Entry one
Density functional theory data (ωB97M-V/def2-TZVPD) for a 15-piece molecular cluster, H30O15 overall.

E_LUMO   -0.18 eV
HOMO   -10.2 eV
HOMO-LUMO gap   9.9766 eV

```
! RIJCOSX wB97M-V def2-TZVPD def2/J DEFGRID3
* xyz 0 1
O -0.5981 0.1002 0.1727
H -0.4734 -0.6118 -0.4808
H 0.1381 0.0000 0.8147
O -3.1923 -0.0950 1.5183
H -2.6918 -0.8092 1.9502
H -2.6462 0.1978 0.7812
O 0.4387 -0.3749 2.6147
H 0.0394 -1.2406 2.5935
H -0.2921 0.2290 2.7310
O 0.2588 2.4012 -0.6236
H -0.0065 1.5393 -0.3485
H -0.3280 2.5976 -1.3721
O 1.5372 -2.0866 0.3762
H 1.6980 -1.4146 -0.2794
H 0.7693 -2.5948 0.0320
O -3.2208 -0.6981 -1.9535
H -2.9031 0.0908 -1.4724
H -3.3282 -0.3489 -2.8447
O 2.6099 1.3368 0.7444
H 2.2945 2.1057 0.2915
H 3.5296 1.5016 1.0217
O 1.0903 -2.8448 -3.1076
H 0.5332 -2.4387 -2.4392
H 1.9605 -2.7690 -2.7419
O 0.0519 0.1444 -3.6082
H 0.3472 -0.1477 -4.4562
H 0.6159 -0.1040 -2.8606
O -2.9466 1.6404 -0.7403
H -3.7701 1.7798 -1.1741
H -2.3578 1.8536 -1.4814
O 1.9872 -0.1488 -1.6051
H 2.8644 -0.2885 -1.8204
H 2.0811 0.5121 -0.8613
O -0.7741 -2.0898 -1.4277
H -1.5954 -1.9136 -1.8200
H -1.0205 -2.6281 -0.6975
O 1.2854 2.5766 2.7337
H 0.4393 2.1501 2.8189
H 1.8037 1.9127 2.2176
O -1.3403 1.6391 2.6502
H -2.1461 1.1330 2.4931
H -1.5393 2.0941 3.4534
O 3.2232 -1.0687 2.6981
H 3.2294 -1.8756 3.1910
H 2.3445 -0.9444 2.3188
*
```

***

Entry two
Density functional theory data (ωB97M-V/def2-TZVPD) for a 15-piece molecular cluster, H30O15 overall.

E_LUMO   -0.14 eV
HOMO   -10.1 eV
HOMO-LUMO gap   9.9323 eV

```
! RIJCOSX wB97M-V def2-TZVPD def2/J DEFGRID3
* xyz 0 1
O -2.8632 1.2566 -1.0191
H -2.8138 2.0368 -0.4632
H -2.2138 1.4181 -1.7193
O -3.6930 -1.5225 -2.9457
H -4.0664 -0.6367 -3.0447
H -4.1403 -2.0096 -2.2615
O -0.1260 0.9576 0.2088
H -0.9815 0.5775 -0.0202
H -0.1965 1.9307 0.2287
O -1.3208 -1.3498 1.8078
H -0.4527 -1.7132 2.0162
H -1.5990 -1.7120 0.9590
O 2.8604 -2.4105 -0.3489
H 3.0573 -3.3677 -0.3190
H 2.3570 -2.4621 -1.1734
O -1.7074 -1.5856 -0.9961
H -2.0324 -0.8302 -0.4963
H -2.3587 -1.6231 -1.7274
O 1.8185 0.7865 1.8297
H 1.6120 0.5633 2.7342
H 1.0047 0.7247 1.2654
O -0.2886 0.3087 -4.0827
H -0.3311 0.6344 -5.0085
H -0.9698 -0.3718 -3.9366
O 0.7362 -2.8731 -2.1131
H 0.0199 -3.0656 -2.7067
H 0.2520 -2.3809 -1.4417
O 2.3010 3.8715 0.6563
H 2.5584 3.4880 1.5027
H 3.0259 3.6564 0.0593
O 0.7329 -0.1815 4.4821
H -0.2004 -0.0114 4.4342
H 0.9435 -1.0162 3.9329
O 3.5146 -1.2323 1.8821
H 3.1854 -0.3241 1.6001
H 3.4068 -1.7444 1.0432
O -1.2776 3.8395 1.1070
H -2.0888 3.5476 1.5154
H -0.6579 3.7257 1.8288
O -0.8740 2.5106 -2.4786
H -0.3845 1.7992 -2.8928
H -0.5136 3.3882 -2.6511
O 1.1714 -2.1265 2.9511
H 1.6987 -2.8462 3.3395
H 1.8953 -1.6244 2.4621
*
```

***

Entry three
Density functional theory data (ωB97M-V/def2-TZVPD) for a 15-piece molecular cluster, H30O15 overall.

E_LUMO   -0.04 eV
HOMO   -11.0 eV
HOMO-LUMO gap   10.9893 eV

```
! RIJCOSX wB97M-V def2-TZVPD def2/J DEFGRID3
* xyz 0 1
O -0.9146 1.9799 4.3993
H -1.3657 2.7443 4.0391
H 0.0599 2.1361 4.2703
O 2.4447 0.0813 -3.1645
H 1.8385 0.7986 -2.9547
H 1.8492 -0.4257 -3.7884
O -2.1569 -3.6370 -0.3207
H -2.5515 -4.4665 -0.4362
H -2.8107 -2.9525 -0.1118
O 0.9845 3.1519 1.3881
H 1.5038 3.2106 2.2214
H 1.7489 2.8851 0.8617
O -0.0920 -2.2850 1.3002
H 0.0246 -1.5566 1.8611
H -0.7678 -2.9203 1.5637
O -0.9092 0.2886 2.2437
H -1.8031 0.0475 2.1460
H -0.6789 0.9978 2.8615
O 0.1601 -1.1927 -3.8129
H -0.1752 -1.2414 -2.9115
H -0.5732 -1.3866 -4.4300
O 1.9095 -1.2049 -1.0437
H 2.8667 -1.3920 -1.0236
H 1.7238 -1.3473 -1.9851
O -2.1106 2.4893 -1.9683
H -1.8085 2.0336 -1.2211
H -2.9077 2.2319 -2.3879
O -3.4389 -1.2350 -1.8926
H -3.2757 -2.1970 -1.9525
H -2.6012 -0.8220 -1.6569
O 2.6339 1.1917 -0.7489
H 2.4630 0.1336 -0.8071
H 2.8381 1.3958 -1.6622
O -1.2411 -2.7179 3.9124
H -1.3114 -1.7225 3.7553
H -0.4358 -2.8982 3.4315
O -0.6758 -0.7247 -0.8974
H -0.2546 -1.1861 -0.1440
H 0.1318 -0.2654 -1.2609
O 1.8872 3.3493 -2.2902
H 1.8733 2.6470 -1.6516
H 1.1095 3.0976 -2.8268
O 1.6043 1.2253 3.1839
H 2.3223 0.6131 3.3434
H 0.8828 1.0472 2.5688
*
```

***

Entry four
Density functional theory data (ωB97M-V/def2-TZVPD) for a 15-piece molecular cluster, H30O15 overall.

E_LUMO   -0.62 eV
HOMO   -9.9 eV
HOMO-LUMO gap   9.2307 eV

```
! RIJCOSX wB97M-V def2-TZVPD def2/J DEFGRID3
* xyz 0 1
O -12.5187 -11.5849 6.5415
H -11.9149 -12.2452 6.3688
H -12.4694 -11.0401 5.7227
O -15.7766 -9.7182 4.5787
H -16.2510 -9.5938 5.4162
H -16.2618 -9.3253 3.8689
O -17.0199 -11.3722 10.2930
H -16.3099 -10.9762 9.7773
H -16.5275 -12.1297 10.7212
O -15.7300 -13.6795 10.5363
H -15.3248 -14.2103 11.1760
H -14.9451 -13.4723 10.0437
O -14.0776 -13.4060 4.3211
H -14.1669 -14.2589 3.9462
H -13.2198 -13.2196 3.9714
O -18.5015 -11.5413 8.0829
H -18.0787 -11.2681 8.9300
H -17.9978 -12.3482 8.1076
O -13.0972 -9.9609 4.4988
H -12.7239 -9.1181 4.3399
H -14.0044 -9.9463 4.1586
O -17.0639 -9.2696 6.8463
H -17.4575 -10.1352 6.9839
H -17.7771 -8.6754 6.5848
O -16.9641 -13.9290 8.0212
H -16.3053 -13.2951 7.5740
H -16.7005 -14.0752 8.9492
O -16.4813 -12.5346 3.6071
H -15.5795 -12.7404 3.7680
H -16.6450 -12.0743 4.4091
O -15.3227 -12.0992 6.9046
H -14.8252 -12.0967 7.7280
H -14.6572 -11.9870 6.2188
O -13.7386 -12.7793 9.0029
H -13.1470 -12.0457 9.2693
H -13.2472 -13.4650 8.5444
O -14.1613 -9.2720 7.2920
H -13.8615 -10.1052 6.9726
H -15.0973 -9.1628 7.1191
O -13.3959 -14.7004 7.0318
H -12.7838 -14.2881 6.3678
H -12.9564 -15.5724 7.2040
O -15.0743 -9.6817 9.7034
H -14.5247 -9.9551 10.4154
H -14.5355 -9.7181 8.8720
*
```

***

Energy relative to the most stable one, in kJ/mol: entry one 36.9; entry two 0.0; entry three 210.9; entry four 11.0

***

Entry one
Density functional theory data (ωB97M-V/def2-TZVPD) for a 15-piece molecular cluster, H30O15 overall.

E_LUMO   -0.26 eV
HOMO   -10.3 eV
HOMO-LUMO gap   10.0552 eV

```
! RIJCOSX wB97M-V def2-TZVPD def2/J DEFGRID3
* xyz 0 1
O 2.1171 3.5948 19.7261
H 2.7263 4.1252 19.2540
H 2.4853 2.6990 19.8267
O -0.1743 1.5666 19.6123
H -1.0143 1.4756 20.0127
H 0.4249 1.4777 20.3074
O -1.7159 0.7630 23.0440
H -0.7786 1.0060 22.9181
H -1.9271 1.0737 23.9172
O 2.8521 0.8887 20.4452
H 2.7263 0.1158 19.8566
H 2.5791 0.6222 21.3299
O 3.1593 2.1488 23.1812
H 3.4533 2.8723 22.6330
H 3.2595 2.5188 24.0807
O 1.4325 -0.3176 22.6381
H 1.9536 -1.1246 22.8044
H 0.7992 -0.4900 21.9572
O -0.4122 4.3240 19.0507
H 0.4263 4.0041 19.3801
H -0.3258 5.2734 19.0729
O 0.8372 5.0051 22.1872
H 0.3119 5.7879 22.2168
H 1.3756 5.1905 21.4105
O 1.2586 0.7831 25.1445
H 2.0429 0.4389 25.5637
H 1.4156 0.4932 24.2156
O 2.8166 5.5441 24.1110
H 2.2473 5.2324 23.3981
H 2.5876 4.9614 24.8203
O 0.6528 3.4612 25.1268
H 0.4492 2.5693 25.3142
H 0.0216 3.8460 24.4986
O 0.4591 2.3039 22.2918
H 1.3624 2.0638 22.4663
H 0.4447 3.2744 22.2719
O -2.0353 4.3321 21.1563
H -1.3247 4.2683 20.5394
H -2.7192 4.7524 20.6267
O -1.7282 3.9727 23.8314
H -1.5309 4.0746 22.8879
H -1.5651 4.8360 24.2244
O 4.2817 -0.2542 23.2651
H 3.8076 0.5618 23.1134
H 4.9033 0.0351 23.9249
*
```

***

Entry two
Density functional theory data (ωB97M-V/def2-TZVPD) for a 15-piece molecular cluster, H30O15 overall.

E_LUMO   -0.53 eV
HOMO   -10.7 eV
HOMO-LUMO gap   10.1770 eV

```
! RIJCOSX wB97M-V def2-TZVPD def2/J DEFGRID3
* xyz 0 1
O 2.2727 -1.3718 -1.9167
H 1.5378 -1.5850 -1.3060
H 2.5326 -2.1365 -2.4467
O 0.8265 1.6632 -3.3854
H 0.6412 1.3340 -2.4989
H 0.0982 2.2687 -3.5793
O 2.6935 -0.3580 1.1506
H 2.9821 -1.2298 1.5071
H 3.4399 -0.0417 0.6289
O -0.5512 0.0332 0.0699
H -0.1719 -0.7074 0.5318
H 0.0308 0.7751 0.2347
O 0.5661 -2.9353 -0.3644
H -0.2588 -2.9469 -0.8426
H 1.0841 -3.6560 -0.6612
O -0.1135 -4.0405 2.2614
H -0.9464 -3.6630 2.5015
H 0.2379 -3.3904 1.6423
O 1.7952 1.3599 -0.8055
H 2.5762 1.9468 -0.6415
H 1.9998 0.4130 -0.7332
O 1.1241 2.4831 1.9720
H 1.9614 2.2634 2.3716
H 1.2386 2.1900 1.1055
O -1.5808 2.7811 -1.0333
H -1.5185 3.0823 -1.9177
H -2.5339 3.0346 -0.7946
O -4.1002 -0.2410 -1.1300
H -4.1300 -1.1046 -1.5804
H -3.3374 -0.2005 -0.5461
O -2.5674 0.9478 1.5715
H -1.8531 0.6791 1.0089
H -2.9059 0.1312 2.0114
O -0.8373 -0.9664 -2.6173
H -0.7352 -0.6903 -1.7096
H -1.1838 -0.2931 -3.1566
O 0.9136 4.1073 -0.7700
H 1.4293 3.6994 -1.4940
H 0.1178 3.5882 -0.7232
O 0.5377 -1.1677 2.2335
H 1.3480 -0.7830 1.9206
H 0.8387 -1.6213 3.0213
O -1.8441 -1.2590 3.3644
H -2.5083 -1.5675 2.7003
H -1.1459 -0.8248 2.8452
*
```

***

Energy relative to the most stable one, in kJ/mol: entry one 0.0; entry two 143.8

***

Entry one
Density functional theory data (ωB97M-V/def2-TZVPD) for a 2-piece molecular cluster, C3H7O3 overall.

E_LUMO   4.07 eV
HOMO   -4.1 eV
HOMO-LUMO gap   8.1914 eV

```
! RIJCOSX wB97M-V def2-TZVPD def2/J DEFGRID3
* xyz -1 1
C -1.8245 0.2792 -1.1185
C -1.1633 -0.7263 -0.0586
O -0.5855 -0.1437 0.8921
O -1.3693 -1.9373 -0.2485
H -2.7848 0.5174 -0.6586
H -2.0158 -0.3236 -1.9967
H -1.2040 1.1596 -1.1760
C 1.6918 1.3631 0.0525
O 2.7987 0.6136 0.5778
H 2.3942 -0.0257 1.1689
H 1.2130 1.9056 0.8829
H 0.8254 0.7774 -0.2547
H 2.1524 2.0954 -0.6063
*
```

***

Entry two
Density functional theory data (ωB97M-V/def2-TZVPD) for a 2-piece molecular cluster, C3H7O3 overall.

E_LUMO   4.35 eV
HOMO   -3.9 eV
HOMO-LUMO gap   8.3014 eV

```
! RIJCOSX wB97M-V def2-TZVPD def2/J DEFGRID3
* xyz -1 1
C 1.2422 -1.1447 -1.0868
C -0.0529 -1.0256 -0.4147
O -1.0805 -0.4715 -0.9927
O -0.2376 -1.4846 0.6844
H 1.3030 -2.1991 -1.4512
H 1.9703 -0.9052 -0.2356
H 1.3027 -0.4759 -1.9351
C -0.5356 1.3445 1.2011
O -1.4990 1.6919 0.3037
H -1.6649 0.7958 -0.2632
H -0.4489 2.2081 1.7406
H -0.8340 0.4382 1.8476
H 0.5352 1.2281 0.6020
*
```

***

Entry three
Density functional theory data (ωB97M-V/def2-TZVPD) for a 2-piece molecular cluster, C3H7O3 overall.

E_LUMO   3.64 eV
HOMO   -3.7 eV
HOMO-LUMO gap   7.2933 eV

```
! RIJCOSX wB97M-V def2-TZVPD def2/J DEFGRID3
* xyz -1 1
C 1.7129 0.8569 -1.3749
O 0.8494 0.6654 -2.4511
H 0.0601 0.9953 -2.0510
H 1.1392 0.5741 -0.3757
H 2.0875 1.9426 -1.3234
H 2.4388 0.0423 -1.3432
C -1.6121 -0.6342 0.7208
C -0.5986 -0.7690 1.9084
O 0.1351 0.1293 2.2775
O -0.8233 -1.8026 2.5752
H -1.9044 0.3322 0.4225
H -2.5634 -1.2456 1.0923
H -0.9213 -1.0867 -0.0774
*
```

***

Energy relative to the most stable one, in kJ/mol: entry one 0.0; entry two 57.7; entry three 88.4